(1)
Entry from OMol25: a 4-piece molecular cluster, C27H45I2N3O8S overall (ωB97M-V/def2-TZVPD).

The geometry in ORCA input format:
```
! RIJCOSX wB97M-V def2-TZVPD def2/J DEFGRID3
* xyz 0 1
C 0.25758 -1.29293 1.80043
O 1.35760 -1.32717 0.92659
C 2.48141 -0.67364 1.47644
C 3.64547 -0.63032 0.50131
C 3.95051 -2.00994 -0.13294
C 5.15894 -2.71974 0.49011
C 4.84445 -3.39443 1.84036
C 4.94853 -4.93395 1.82022
C 3.75486 -5.65840 2.46247
C 3.40761 -6.98130 1.75640
C 2.25372 -6.78719 0.77789
S 1.75279 -8.38943 0.07990
C 1.56910 -8.03096 -1.60325
N 0.45065 -8.10561 -2.25683
N 0.75568 -7.84648 -3.57984
C 2.02376 -7.61207 -3.60729
O 2.61704 -7.72043 -2.40806
N 3.59139 0.50155 -0.43776
C 2.43285 0.76011 -1.24683
I 0.94729 1.96199 -0.16843
C 1.77463 -0.41338 -1.97847
C 0.39875 -0.15614 -2.57563
I 3.11782 -0.87908 -3.63327
H -0.13205 -0.27822 1.91040
H -0.51866 -1.93310 1.39442
H 0.53209 -1.66718 2.79202
H 2.81165 -1.21395 2.37222
H 2.22454 0.33423 1.80171
H 4.50403 -0.42045 1.14433
H 4.13658 -1.88211 -1.19585
H 3.08937 -2.67144 -0.04468
H 5.48610 -3.48063 -0.21713
H 5.97745 -2.00824 0.59305
H 3.83958 -3.12105 2.15744
H 5.51949 -3.00209 2.59948
H 5.84851 -5.22483 2.35950
H 5.08460 -5.27740 0.79574
H 3.97335 -5.85035 3.50998
H 2.87779 -5.01239 2.43089
H 3.11037 -7.73306 2.48736
H 4.27355 -7.36726 1.22426
H 1.39842 -6.37797 1.30991
H 2.52190 -6.08637 -0.00878
H 2.61252 -7.35389 -4.46729
H 4.39218 0.46319 -1.05571
H 2.73706 1.47421 -2.00388
H 1.73562 -1.29960 -1.36204
H 0.17933 -0.92225 -3.31490
H 0.35827 0.80070 -3.08612
H -0.36333 -0.21725 -1.80594
O -2.75841 0.90310 -3.48952
C -2.75066 2.04322 -3.12625
C -3.69601 3.16091 -3.52721
C -2.94616 4.41432 -3.08215
C -2.13197 3.88726 -1.90904
O -1.85108 2.51220 -2.23336
H -4.62829 3.02861 -2.97723
H -3.89481 3.12392 -4.59485
H -3.58878 5.24374 -2.80334
H -2.28231 4.74792 -3.88223
H -2.69629 3.90965 -0.97468
H -1.18680 4.40503 -1.76511
O -5.33636 4.03616 0.31760
C -5.98892 4.83408 -0.28557
C -7.04673 5.78183 0.24494
C -7.77748 6.22087 -1.02454
C -6.67862 6.09980 -2.07461
O -5.84622 5.01616 -1.62227
H -6.53896 6.61224 0.73782
H -7.68325 5.27323 0.96264
H -8.20528 7.21939 -0.97243
H -8.58112 5.51902 -1.24952
H -6.06416 7.00050 -2.13745
H -7.05184 5.85521 -3.06578
O -1.52726 6.36803 2.23492
C -1.51700 5.27622 2.71930
C -2.04224 4.85306 4.07931
C -1.39304 3.48541 4.28440
C -1.22403 3.00534 2.84767
O -1.01873 4.19776 2.06929
H -3.12937 4.78797 4.01452
H -1.76988 5.58541 4.83347
H -1.97448 2.79856 4.89570
H -0.41404 3.60811 4.74945
H -2.11630 2.50261 2.46832
H -0.36587 2.35084 2.71382
*
```

Calculated values
SMILES: COC[C@@H](CCCCCCCSc1nnco1)N[C@H](I)[C@@H](C)I.O=C1CCCO1.O=C1CCCO1.O=C1CCCO1
Total energy in eV: -76614.90434
Lowest unoccupied orbital energy in eV: 0.4221
Orbital gap in eV: 9.059

Atomic partial charges in e from the Löwdin method, atoms 1 to 4: -0.109 -0.229 -0.237 -0.297

=====

(2)
Entry from OMol25: C27H45MnNOP3 as an isolated structure (ωB97M-V/def2-TZVPD).

The geometry in ORCA input format:
```
! RIJCOSX wB97M-V def2-TZVPD def2/J DEFGRID3
* xyz 1 2
Mn -0.06373 -0.34714 -0.60982
C 2.79933 2.65345 0.04625
C 1.32552 3.05700 0.03400
C 0.78857 3.06980 1.46635
P 0.27669 1.93416 -0.99253
C 0.55026 2.34547 -2.77797
C 1.93034 1.96875 -3.30903
C -0.53568 1.63212 -3.59059
C -1.41960 2.49534 -0.72397
C -1.80567 3.82995 -0.78228
C -3.10630 4.20444 -0.49633
C -4.01533 3.21432 -0.13723
C -3.65650 1.87966 -0.09166
C -2.35005 1.47938 -0.41322
N -1.88132 0.16303 -0.38814
C -2.68958 -0.85574 0.16057
C -3.95978 -1.19777 -0.31139
C -4.66679 -2.22426 0.28668
C -4.12888 -2.94486 1.35109
C -2.85639 -2.64273 1.80182
C -2.13162 -1.61170 1.20863
P -0.41309 -1.15176 1.57389
C -0.43935 -0.12494 3.10569
C -0.65369 -0.90913 4.39905
C -1.53568 0.93338 2.94190
C 0.43894 -2.73188 1.98857
C 1.90218 -2.43755 2.31520
C 0.28222 -3.74046 0.85325
H 3.33123 3.24278 0.79456
H 3.30100 2.81166 -0.90486
H 2.90434 1.60117 0.32452
H 1.22225 4.05987 -0.39365
H 0.82905 2.06262 1.89466
H -0.23867 3.42542 1.52273
H 1.41100 3.71790 2.08499
H 0.40714 3.42724 -2.87054
H 2.11856 0.90849 -3.11901
H 2.73570 2.54942 -2.86696
H 1.96837 2.12729 -4.38803
H -0.53493 0.55310 -3.39565
H -0.34995 1.76516 -4.65750
H -1.53118 2.00910 -3.36475
H -1.07264 4.58949 -1.03273
H -3.40555 5.24232 -0.53436
H -5.03130 3.48696 0.11893
H -4.39808 1.15325 0.20711
H -4.38243 -0.65877 -1.14934
H -5.65070 -2.47612 -0.08726
H -4.69667 -3.74220 1.81063
H -2.42246 -3.21701 2.61181
H 0.53529 0.37358 3.13748
H -1.64667 -1.36189 4.41360
H -0.59456 -0.22842 5.24968
H 0.08516 -1.69393 4.55741
H -2.51920 0.46714 3.01746
H -1.48854 1.44403 1.97681
H -1.45588 1.68181 3.73133
H -0.04265 -3.14831 2.87812
H 2.38530 -1.91546 1.48265
H 2.44946 -3.36355 2.50126
H 2.01213 -1.80795 3.19876
H 0.60115 -3.32089 -0.10313
H -0.75017 -4.07015 0.74775
H 0.89721 -4.62112 1.05228
C 2.99438 -1.82193 -3.72723
P 2.72505 -1.86949 -1.95210
C 4.02936 -0.91891 -1.16825
C 2.94740 -3.58793 -1.47590
O 1.34579 -1.35869 -1.58843
H 3.89796 -2.37919 -3.97602
H 3.10009 -0.79829 -4.08485
H 2.14420 -2.28458 -4.22873
H 5.00435 -1.36157 -1.37431
H 3.86551 -0.90125 -0.09051
H 4.01324 0.10391 -1.54306
H 3.90322 -3.95876 -1.84702
H 2.14348 -4.18446 -1.90693
H 2.91882 -3.69325 -0.39217
*
```

Calculated values
Expectation value of S²: 0.7647
Total energy in eV: -91450.65709
Lowest unoccupied orbital energy (spin up / spin down) in eV: -2.0522 / -1.9263
Orbital gap (spin up / spin down) in eV: 7.478 / 7.838

Atomic partial charges in e from the Löwdin method, atoms 1 to 4: 0.410 -0.109 -0.517 -0.105

=====

(3)
Entry from OMol25: a 5-piece molecular cluster, C27H45N4OS overall in a non-equilibrium geometry (ωB97M-V/def2-TZVPD).

The geometry in ORCA input format:
```
! RIJCOSX wB97M-V def2-TZVPD def2/J DEFGRID3
* xyz 1 1
C 9.07911 -1.53776 0.65768
O 8.65119 -0.20514 0.38651
C 7.24237 -0.08254 0.28388
C 6.91297 1.01319 -0.77545
C 6.42046 2.35295 -0.16026
C 5.20974 2.15153 0.82377
C 4.10299 3.22719 0.60946
C 2.67374 2.61994 0.53739
C 2.37680 1.56381 1.66408
C 0.85304 1.17819 1.49649
C 0.78372 -0.04910 0.52970
C -0.18034 0.10824 -0.68952
S -1.70527 1.05400 -0.30359
H 9.60222 -1.52604 1.62943
H 8.25474 -2.26266 0.74525
H 9.75072 -1.85315 -0.15790
H 6.73343 -1.01413 -0.02269
H 6.85680 0.17574 1.28985
H 6.13340 0.67954 -1.47978
H 7.85102 1.21772 -1.31293
H 6.06906 2.98851 -0.99413
H 7.23425 2.89648 0.34179
H 4.85059 1.12519 0.62959
H 5.55305 2.24317 1.86657
H 4.12671 3.94517 1.44479
H 4.24434 3.79941 -0.32426
H 1.93586 3.42692 0.68408
H 2.46346 2.10166 -0.41893
H 3.02802 0.68435 1.58506
H 2.51201 2.06218 2.63804
H 0.36291 2.08436 1.11589
H 0.50623 0.88964 2.49890
H 1.78984 -0.18034 0.09309
H 0.56801 -0.99139 1.05409
H -0.50056 -0.90726 -0.98362
H 0.35556 0.50239 -1.56856
H -2.36143 1.36178 -1.47486
H -2.53924 0.37649 0.55413
N -3.76154 3.01811 1.77718
C -4.85901 3.82741 1.91467
C -5.05032 4.04447 3.25370
C -4.03003 3.34571 3.95037
C -3.24701 2.72328 3.01518
H -3.39094 2.69069 0.90875
H -5.40461 4.17456 1.05313
H -5.83604 4.64066 3.68656
H -3.88642 3.30546 5.01729
H -2.37349 2.09937 3.12139
N 3.20873 -2.00085 -4.77387
C 2.64432 -1.34264 -3.71633
C 3.45881 -0.28455 -3.39741
C 4.55184 -0.30524 -4.30017
C 4.36824 -1.37366 -5.13854
H 2.83109 -2.81848 -5.21494
H 1.71778 -1.68348 -3.28389
H 3.28848 0.42654 -2.60344
H 5.37872 0.38501 -4.33190
H 4.96101 -1.74078 -5.95903
N -4.77855 -0.63025 -0.89173
C -5.78896 -1.46780 -1.28321
C -6.91804 -1.11711 -0.58839
C -6.58157 -0.02535 0.25074
C -5.25792 0.25739 0.04294
H -3.84036 -0.66310 -1.23565
H -5.61773 -2.23713 -2.01770
H -7.88098 -1.59159 -0.67432
H -7.23642 0.49527 0.92962
H -4.62181 1.00879 0.47853
N -7.27250 -5.64454 0.69216
C -7.80152 -4.49858 0.16229
C -9.16663 -4.62996 0.15586
C -9.47206 -5.90021 0.70766
C -8.28379 -6.50212 1.03125
H -6.29529 -5.82787 0.81408
H -7.16519 -3.69561 -0.16381
H -9.86848 -3.89509 -0.20411
H -10.45177 -6.32480 0.85151
H -8.07154 -7.46220 1.47060
*
```

Calculated values
Total energy in eV: -47560.95852
Lowest unoccupied orbital energy in eV: -4.1202
Orbital gap in eV: 5.670

Atomic partial charges in e from the Löwdin method, atoms 1 to 4: -0.102 -0.195 -0.239 -0.160

=====

(4)
Entry from OMol25: C27H45NO13S5 as an isolated structure in a non-equilibrium geometry (ωB97M-V/def2-TZVPD).

The geometry in ORCA input format:
```
! RIJCOSX wB97M-V def2-TZVPD def2/J DEFGRID3
* xyz 0 1
O 2.39575 -2.12426 -1.13877
C 2.53765 -0.93205 -0.98790
C 1.51746 -0.13369 -0.11605
C 0.00857 -0.56724 -0.33044
C -0.77570 0.72710 -0.81573
C -0.90188 1.91938 0.24140
O -2.16929 2.59737 0.10848
S -2.62436 2.14166 -1.43870
O -1.80073 2.82121 -2.41778
O -4.04518 2.38065 -1.43248
O -2.13848 0.55831 -1.27647
N 3.71900 -0.33264 -1.62141
C 4.09801 0.91082 -0.95388
C 4.60527 0.89826 0.42687
C 4.94081 2.15300 1.10490
C 4.73544 3.39275 0.34288
C 4.24054 3.40660 -1.04275
C 3.90778 2.15442 -1.71591
H 1.56733 0.98190 -0.24944
H 1.78302 -0.31149 0.96714
H -0.13617 -1.42359 -1.03189
H -0.41793 -0.80883 0.68657
H -0.10192 1.06803 -1.65901
H -0.13463 2.69685 -0.05090
H -0.56824 1.58478 1.26244
H 3.45881 -0.14058 -2.59851
H 4.69640 -0.10398 0.91421
H 5.32736 2.12321 2.14610
H 4.95987 4.36685 0.83675
H 4.10700 4.37793 -1.56691
H 3.50293 2.17805 -2.76053
C -6.80827 0.29865 -0.75654
C -7.16262 0.64909 0.69206
C -8.02716 -0.49174 1.24064
S -7.54640 -1.96258 0.33832
O -8.66645 -2.40124 -0.46073
O -6.84004 -2.85820 1.22554
C -6.36591 -1.15919 -0.73434
H -6.02530 0.94813 -1.15007
H -7.69278 0.41188 -1.39056
H -6.24477 0.73319 1.27986
H -7.68087 1.60472 0.75982
H -7.85825 -0.65038 2.30197
H -9.08675 -0.31505 1.05643
H -6.37891 -1.62822 -1.71701
H -5.37860 -1.26368 -0.28095
C 0.54072 -5.23140 -4.41818
C 0.56722 -5.05072 -5.93940
C 0.87814 -3.57746 -6.22077
S 1.83756 -2.99394 -4.82351
O 1.06447 -1.99745 -4.11984
O 3.19581 -2.75291 -5.24561
C 1.78056 -4.51602 -3.89372
H 0.53703 -6.28474 -4.13534
H -0.36070 -4.76763 -4.00738
H 1.35197 -5.68102 -6.36712
H -0.37699 -5.34791 -6.39808
H 1.45982 -3.45487 -7.13313
H -0.03196 -2.98010 -6.27754
H 1.73342 -4.29710 -2.82778
H 2.68644 -5.07959 -4.12235
C 9.81922 -1.42075 0.68312
C 10.68796 -0.19970 0.36559
C 9.74885 0.93555 -0.05319
S 8.19071 0.62869 0.77742
O 7.18875 0.33684 -0.21724
O 7.98996 1.62825 1.79969
C 8.68059 -0.90358 1.55436
H 10.38774 -2.20168 1.18960
H 9.41964 -1.84069 -0.24431
H 11.24418 0.09365 1.26041
H 11.41720 -0.41541 -0.41652
H 10.13234 1.90884 0.24947
H 9.56451 0.92687 -1.12747
H 7.83132 -1.58347 1.60082
H 9.03048 -0.66936 2.56116
C -5.60225 2.48665 5.94727
C -6.95118 2.98962 6.47086
C -7.86083 3.21059 5.25844
S -7.29918 2.06825 3.99706
O -6.76997 2.82804 2.89231
O -8.29009 1.03576 3.81520
C -5.93174 1.39942 4.93104
H -4.97241 2.10483 6.75164
H -5.06728 3.30597 5.45858
H -7.39075 2.23422 7.12819
H -6.84229 3.90586 7.05276
H -8.90369 3.00299 5.49351
H -7.76324 4.22201 4.86386
H -5.10341 1.16988 4.26248
H -6.27906 0.49074 5.42549
*
```

Calculated values
Total energy in eV: -111008.41591
Lowest unoccupied orbital energy in eV: 0.4162
Orbital gap in eV: 8.778

Atomic partial charges in e from the Löwdin method, atoms 1 to 4: 0.078 -0.399 -0.087 -0.095

=====

(5)
Entry from OMol25: C27H46AsIrN2O2S2Se2Si2 as an isolated structure (ωB97M-V/def2-TZVPD).

The geometry in ORCA input format:
```
! RIJCOSX wB97M-V def2-TZVPD def2/J DEFGRID3
* xyz -1 6
Ir -0.27007 1.27448 -0.42390
C -1.48584 -1.72045 -1.57691
N -0.86635 -0.62562 -2.31975
C 0.43240 -1.04346 -2.84642
C 1.29079 0.12415 -3.29905
N 1.78319 0.91577 -2.17331
C 2.89003 0.25454 -1.48474
C 2.16819 2.25677 -2.54132
C 2.81438 2.49522 -3.74814
C 3.21172 3.77298 -4.11346
C 2.96999 4.83262 -3.25227
C 2.33721 4.60270 -2.04079
C 1.92781 3.32267 -1.66395
S 1.15631 3.10903 -0.09826
C -1.74112 -0.10862 -3.35303
C -2.41151 -0.99995 -4.18755
C -3.26497 -0.56273 -5.18641
C -3.45046 0.80402 -5.35570
C -2.78679 1.69822 -4.53682
C -1.91215 1.27509 -3.52163
S -1.06521 2.47993 -2.59057
H -1.55550 -2.64989 -2.15978
H -0.88398 -1.91857 -0.69638
H -2.48085 -1.41550 -1.25645
H 0.93804 -1.61025 -2.06030
H 0.29721 -1.72420 -3.70133
H 2.12652 -0.27899 -3.89087
H 0.70243 0.77791 -3.94208
H 3.72091 0.03854 -2.17356
H 3.25287 0.90769 -0.69169
H 2.54981 -0.67107 -1.02406
H 3.00217 1.66865 -4.42242
H 3.70392 3.93589 -5.06414
H 3.26414 5.83887 -3.52477
H 2.12994 5.42525 -1.36751
H -2.26615 -2.06489 -4.05016
H -3.78231 -1.27736 -5.81430
H -4.12002 1.17455 -6.12330
H -2.93418 2.76384 -4.66128
O -3.58225 -1.08660 4.12082
C -3.90135 0.30371 4.00029
C -2.93976 0.97185 3.01621
C -3.36741 2.43632 2.89770
O -4.64717 2.60109 2.30035
C -3.03459 0.21711 1.67605
Se -2.70317 1.25480 0.03865
C -1.54051 0.89776 3.62669
Se -0.04623 1.68265 2.62240
H -4.27275 -1.51060 4.63529
H -3.81615 0.79580 4.97800
H -4.92212 0.43546 3.63059
H -2.60235 2.98053 2.34050
H -3.43009 2.87358 3.89936
H -4.50442 2.53968 1.34409
H -4.05200 -0.15591 1.55074
H -2.37651 -0.65145 1.69349
H -1.28526 -0.14643 3.79966
H -1.54250 1.39786 4.59870
C 4.08958 -1.47081 1.18851
Si 2.77879 -0.49186 2.14697
C 2.73979 -1.06994 3.93976
C 3.40793 1.27338 2.20766
As 0.59636 -0.73429 1.27787
Si 0.27697 -2.99992 1.83628
C -0.49052 -3.06330 3.55004
C -0.90711 -3.92763 0.70165
C 1.80642 -4.10858 1.86193
H 4.81753 -1.89386 1.88920
H 4.63284 -0.79380 0.52415
H 3.68987 -2.28591 0.58626
H 3.69961 -0.85131 4.42055
H 2.53411 -2.13412 4.06530
H 1.96377 -0.50188 4.45944
H 4.50324 1.23642 2.21947
H 3.06912 1.77192 3.11688
H 3.08619 1.88234 1.36219
H -1.43081 -2.50397 3.57015
H 0.17308 -2.61084 4.29124
H -0.69579 -4.09434 3.85460
H -1.90584 -3.48342 0.69494
H -0.99550 -4.94286 1.10542
H -0.55465 -4.00437 -0.32761
H 2.65155 -3.70958 2.42149
H 2.14729 -4.36312 0.85582
H 1.49024 -5.03940 2.34861
*
```

Calculated values
Expectation value of S²: 8.7780
ΔE to the lowest compared entry with this formula, charge and spin in kcal/mol: 0.00
Total energy in eV: -267618.95277
Lowest unoccupied orbital energy (spin up / spin down) in eV: 2.5188 / 1.5490
Orbital gap (spin up / spin down) in eV: 5.715 / 5.782

Atomic partial charges in e from the Löwdin method, atoms 1 to 4: 0.448 -0.150 -0.216 -0.177